# 1
Formula: C32H54IN3O34S8
Source: the Open Molecules 2025 dataset
Level of theory: ωB97M-V/def2-TZVPD

Geometry (Å):
C 7.739 -0.925 0.509
C 6.916 -1.348 -0.461
C 5.414 -1.089 -0.523
C 5.100 -0.897 -1.960
N 4.846 -0.838 -3.081
C 4.943 0.145 0.260
C 5.607 1.455 -0.149
C 4.773 2.713 0.194
C 4.097 2.713 1.586
C 2.613 3.137 1.541
C 1.780 2.311 0.574
O 0.398 2.481 0.897
C -0.371 1.469 0.408
C -0.201 1.121 -1.050
O -1.128 0.889 1.127
C 4.681 -2.411 -0.056
I 5.419 -3.129 1.856
C 4.958 -3.509 -0.990
N 5.127 -4.416 -1.678
C 3.154 -2.266 0.134
C 2.323 -2.248 -1.138
N 1.064 -2.385 -1.122
H 7.742 0.064 0.952
H 8.491 -1.622 0.874
H 7.336 -1.898 -1.303
H 3.873 0.269 0.072
H 5.029 -0.061 1.330
H 6.598 1.588 0.287
H 5.777 1.470 -1.231
H 5.477 3.549 0.186
H 4.081 2.901 -0.628
H 4.225 1.782 2.140
H 4.585 3.488 2.182
H 2.200 3.046 2.548
H 2.585 4.192 1.261
H 2.099 1.264 0.575
H 1.929 2.727 -0.429
H -1.057 0.548 -1.393
H 0.724 0.556 -1.185
H -0.114 2.025 -1.657
H 2.897 -1.421 0.773
H 2.829 -3.148 0.690
H 2.779 -2.090 -2.114
H 0.724 -2.509 -0.162
C 0.343 -5.019 -3.421
C 1.203 -6.109 -4.021
O 0.394 -7.291 -3.929
S -1.150 -6.897 -4.095
O -1.543 -7.118 -5.440
O -1.869 -7.458 -3.009
O -0.987 -5.324 -3.871
H 0.355 -5.054 -2.331
H 0.636 -4.027 -3.751
H 2.139 -6.247 -3.485
H 1.413 -5.920 -5.076
C -2.804 5.889 -0.981
C -1.928 7.083 -1.262
O -0.588 6.624 -1.006
S -0.481 5.074 -1.386
O 0.076 4.946 -2.688
O 0.070 4.365 -0.282
O -2.041 4.768 -1.478
H -2.960 5.753 0.090
H -3.764 5.955 -1.480
H -2.165 7.931 -0.630
H -1.989 7.382 -2.312
C 6.557 -8.087 -1.174
C 6.068 -9.394 -0.589
O 7.086 -9.766 0.350
S 7.727 -8.449 0.996
O 7.101 -8.201 2.246
O 9.136 -8.525 0.862
O 7.152 -7.398 -0.067
H 7.327 -8.251 -1.930
H 5.756 -7.487 -1.599
H 5.944 -10.171 -1.338
H 5.130 -9.263 -0.044
C 1.549 -6.801 3.544
C 2.884 -6.344 2.999
O 2.589 -5.085 2.368
S 1.419 -4.344 3.165
O 1.990 -3.396 4.053
O 0.421 -3.973 2.225
O 0.919 -5.596 4.014
H 0.922 -7.231 2.761
H 1.654 -7.512 4.355
H 3.307 -7.038 2.279
H 3.605 -6.167 3.799
C -6.940 4.062 -3.514
C -8.177 4.931 -3.608
O -7.814 6.133 -2.903
S -6.261 6.422 -3.102
O -6.085 7.371 -4.141
O -5.675 6.614 -1.820
O -5.845 4.983 -3.654
H -6.859 3.580 -2.538
H -6.900 3.307 -4.294
H -9.045 4.471 -3.150
H -8.401 5.193 -4.636
C -3.232 11.465 0.911
C -3.870 11.043 2.217
O -4.982 10.227 1.822
S -4.622 9.441 0.476
O -4.176 8.138 0.821
O -5.649 9.671 -0.469
O -3.334 10.308 0.071
H -3.783 12.281 0.440
H -2.190 11.752 1.028
H -4.214 11.885 2.810
H -3.191 10.430 2.814
C -12.774 7.767 -3.611
C -13.791 6.782 -4.146
O -12.998 5.750 -4.751
S -11.632 5.581 -3.942
O -11.754 4.500 -3.030
O -10.551 5.644 -4.860
O -11.707 6.945 -3.118
H -12.378 8.405 -4.403
H -13.170 8.386 -2.812
H -14.460 7.223 -4.880
H -14.378 6.334 -3.341
C 1.628 -8.148 8.910
C 2.381 -9.458 9.008
O 2.149 -10.094 7.742
S 2.030 -8.986 6.600
O 3.281 -8.851 5.942
O 0.833 -9.214 5.873
O 1.832 -7.722 7.555
H 0.558 -8.287 9.069
H 2.002 -7.397 9.600
H 2.024 -10.089 9.818
H 3.455 -9.297 9.118

Properties
maximum force: 0.0465 Eh/bohr
lowest unoccupied orbital energy: -0.34 eV
SMILES: [H]/N=C\C[C@@](I)(C#N)[C@](C#N)(C=C)CCCCCCOC(C)=O.O=S1(=O)OCCO1.O=S1(=O)OCCO1.O=S1(=O)OCCO1.O=S1(=O)OCCO1.O=S1(=O)OCCO1.O=S1(=O)OCCO1.O=S1(=O)OCCO1.O=S1(=O)OCCO1
Kohn-Sham gap: 8.940 eV

***

# 2
Formula: C32H55BGeN8OOsS
Source: the Open Molecules 2025 dataset
Level of theory: ωB97M-V/def2-TZVPD

Geometry (Å):
Os 0.043 -0.010 -0.015
C 2.577 1.110 3.032
C 1.880 2.392 2.527
C 2.148 3.513 3.531
C 0.387 2.225 2.317
C -0.585 2.932 3.016
C -1.812 2.494 2.557
N -1.615 1.582 1.618
N -0.265 1.397 1.443
B -2.688 0.814 0.810
N -2.496 1.162 -0.700
C -3.392 1.733 -1.499
C -2.832 1.878 -2.757
C -1.557 1.341 -2.659
N -1.353 0.916 -1.386
C -0.528 1.235 -3.764
C -0.170 -0.237 -4.074
C -0.984 1.885 -5.066
N -2.507 -0.699 1.104
C -3.411 -1.527 1.624
C -2.835 -2.774 1.758
C -1.524 -2.649 1.295
N -1.348 -1.378 0.879
C -0.478 -3.751 1.323
C 0.113 -4.140 -0.034
C -1.068 -5.007 1.966
H 3.645 1.298 3.154
H 2.445 0.294 2.321
H 2.162 0.814 3.998
H 2.317 2.679 1.565
H 1.734 3.265 4.509
H 1.717 4.459 3.199
H 3.221 3.657 3.639
H -0.419 3.671 3.778
H -2.794 2.808 2.870
H -3.781 1.150 1.138
H -4.375 2.021 -1.167
H -3.302 2.308 -3.623
H 0.364 1.760 -3.408
H -1.040 -0.792 -4.426
H 0.192 -0.807 -3.028
H 0.610 -0.295 -4.838
H -1.873 1.393 -5.461
H -0.193 1.822 -5.813
H -1.209 2.939 -4.907
H -4.408 -1.215 1.889
H -3.304 -3.651 2.165
H 0.345 -3.390 1.947
H -0.667 -4.520 -0.698
H 0.860 -4.921 0.113
H 0.604 -3.298 -0.518
H -1.888 -5.404 1.365
H -1.438 -4.800 2.969
H -0.300 -5.775 2.049
C 2.635 -2.413 -4.214
C 3.819 -2.827 -3.348
C 4.285 -1.774 -2.348
C 3.246 -1.376 -1.287
Ge 1.941 0.013 -1.780
C 2.689 1.816 -1.491
C 3.892 2.277 -2.332
C 3.607 2.738 -3.757
C 3.157 1.632 -4.710
H 2.413 -3.193 -4.945
H 2.842 -1.491 -4.761
H 1.738 -2.287 -3.598
H 4.659 -3.062 -4.003
H 3.560 -3.743 -2.810
H 4.679 -0.891 -2.857
H 5.124 -2.229 -1.815
H 3.763 -0.906 -0.446
H 2.741 -2.268 -0.911
H 1.009 -0.158 -3.158
H 3.027 1.760 -0.451
H 1.884 2.553 -1.542
H 4.679 1.517 -2.329
H 4.298 3.148 -1.810
H 4.532 3.154 -4.158
H 2.868 3.544 -3.743
H 3.889 0.822 -4.735
H 3.057 2.026 -5.722
H 2.177 1.236 -4.432
O 1.500 -0.193 1.057
C 0.237 -5.507 -4.981
C -0.890 -4.693 -4.446
C -2.204 -4.831 -4.807
C -3.138 -3.978 -4.198
N -2.795 -3.055 -3.297
C -1.529 -2.928 -2.955
S -1.084 -1.749 -1.800
N -0.591 -3.743 -3.529
C -4.584 -4.079 -4.548
H -0.116 -6.235 -5.705
H 0.737 -6.044 -4.173
H 0.972 -4.866 -5.473
H -2.527 -5.563 -5.530
H 0.370 -3.618 -3.236
H -4.766 -4.856 -5.286
H -4.930 -3.124 -4.945
H -5.159 -4.302 -3.648

Properties
ΔE to the lowest compared entry with this formula, charge and spin: 76.85 kcal per mole
maximum force: 0.0590 Eh/bohr
lowest unoccupied orbital energy (alpha / beta): -6.85 / -8.53 eV
spin multiplicity: 5
net charge: +2
Kohn-Sham gap (alpha / beta): 6.346 / 5.151 eV